ORCA calculation (ωB97M-V/def2-TZVPD) on an isolated ion of composition C4H11N2O and charge +1 at a distorted geometry.

net charge	+1
gap between HOMO and LUMO	9.24	eV
ΔE to the lowest compared entry with this formula, charge and spin	303.32	kJ/mol
SMILES	CO[C@](C)(N)C=[NH2+]
total energy	-343.4486	Ha

The geometry in XYZ format:
```
18
C4H11N2O | OMol25 | ωB97M-V/def2-TZVPD
C 1.335 1.914 -0.563
O 0.029 1.274 -0.479
C 0.012 -0.086 0.003
C 0.767 -0.529 1.305
N 0.322 -0.985 -1.039
C -1.481 -0.309 0.504
N -2.341 -1.085 -0.009
H 1.512 1.836 -1.639
H 2.042 1.344 -0.055
H 1.078 2.944 -0.342
H 0.282 -1.340 1.729
H 1.743 -0.855 0.961
H 0.624 0.212 2.076
H -0.072 -0.714 -1.993
H 1.281 -0.844 -1.360
H -1.738 0.158 1.427
H -3.253 -1.406 0.404
H -2.143 -1.528 -0.929
```

Löwdin atomic charge list, values in e, 8 entries:
1 C -0.011
2 O -0.147
3 C -0.562
4 C 0.026
5 N 0.088
6 C 0.061
7 N 0.245
8 H 0.097